# 1
Computed, not measured: C18H46AsF6MgN3O15 as an isolated structure in a non-equilibrium geometry, with the ωB97M-V functional and the def2-TZVPD basis.

Summary:
- strongest force on any atom (Eh/bohr) = 0.08844
- E_tot (eV) = -137172.3287
- Kohn-Sham gap (Ha) = 0.274
- HOMO energy (eV) = -7.9652
- relative energy (zero: lowest compared OMol25 entry of this formula, charge and spin) (kcal per mole) = 92.9

Geometry as XYZ:
```
90
Properties=species:S:1:pos:R:3:forces:R:3
Mg 1.4460 -2.9661 0.9455 -1.5 -1.1 0.8
N -1.6293 -2.8154 0.5602 -3.8 2.4 0.4
O -0.4650 -2.8170 0.9821 2.3 -0.4 1.1
O -2.3859 -1.8747 0.8510 1.5 -0.6 0.3
O -2.0567 -3.7237 -0.1048 0.3 -2.3 -1.5
As 1.5770 0.5049 0.0521 -0.6 2.8 0.0
F 0.4079 0.3354 -1.2682 1.2 -0.3 1.1
F 2.9219 0.1312 -1.1115 -1.5 -0.1 1.7
F 2.6623 0.6370 1.4859 -0.8 -0.2 -1.5
F 0.1641 0.9777 1.0966 2.2 -1.1 -1.0
F 1.4501 -1.2331 0.5514 0.2 3.3 -0.9
F 1.8295 2.2330 -0.3216 -0.1 -1.6 0.4
C 3.6821 3.2969 -2.8972 -0.9 0.8 0.4
N 4.3432 2.6634 -4.0197 0.5 -0.8 0.9
O 5.4401 2.2360 -3.7516 1.2 -0.4 -0.5
O 3.7840 2.5745 -5.0749 -0.4 0.1 -1.0
H 3.9772 4.3424 -2.9863 -0.3 0.1 0.2
H 4.0540 2.8880 -1.9578 -0.2 -0.1 -0.3
H 2.6113 3.1643 -3.0518 0.1 0.2 0.3
C 1.0310 2.6035 4.2940 -0.2 0.8 0.1
N -0.3313 3.1948 4.5797 -1.9 0.5 -2.2
O -0.7984 4.0751 3.8255 1.8 -1.0 1.1
O -1.0328 2.6491 5.3948 0.5 -0.4 0.9
H 1.3858 2.1151 5.2015 -0.1 0.2 -0.1
H 1.6505 3.4351 3.9580 0.1 -0.2 0.1
H 0.9278 1.8907 3.4759 -0.3 0.1 0.0
C -4.9620 5.4726 -4.9096 0.8 0.4 1.4
O -3.7187 5.1266 -4.1939 -0.7 -0.4 -0.1
C -3.8652 4.9985 -2.7290 -0.9 1.0 -1.3
C -2.6640 4.3334 -1.9755 -2.1 -1.2 -2.1
O -1.4756 4.6610 -2.5810 2.3 1.1 -0.1
C -0.2818 4.3062 -1.8449 -1.3 -0.9 0.4
H -5.7692 4.7405 -4.8858 0.3 -0.6 0.2
H -4.7799 5.7307 -5.9528 0.6 -0.3 0.2
H -5.3889 6.3696 -4.4611 0.0 0.2 0.2
H -4.7897 4.4342 -2.6070 0.1 -0.6 0.5
H -4.1633 5.9863 -2.3776 0.5 0.4 0.3
H -2.8667 3.2923 -2.2269 0.2 -0.7 0.4
H -2.7828 4.3907 -0.8935 0.3 0.7 0.2
H 0.6377 4.1744 -2.4153 -0.4 0.9 -0.7
H -0.3998 3.2825 -1.4896 -0.3 -0.1 0.6
H -0.1602 4.9926 -1.0070 0.2 0.0 0.0
C -5.8116 -1.5582 -0.8147 0.3 1.7 0.7
O -4.7256 -0.9414 -0.1149 1.2 0.6 -0.5
C -4.3715 0.3540 -0.6320 -2.5 -0.7 -1.2
C -3.2559 1.0920 -0.0258 2.3 -1.5 0.9
O -2.9515 0.6851 1.3025 -0.2 2.0 1.2
C -2.3864 1.8230 2.0044 -0.4 -0.4 -1.1
H -6.6229 -1.4311 -0.0980 -0.7 -0.1 -0.6
H -5.7339 -2.6174 -1.0598 0.8 0.1 0.2
H -5.9021 -0.9507 -1.7152 -0.9 -0.4 -0.3
H -5.2213 1.0287 -0.7354 -1.0 0.0 1.2
H -4.2092 0.3787 -1.7096 0.8 -1.0 -0.5
H -3.4198 2.1623 -0.1516 0.0 0.1 0.2
H -2.3363 0.7774 -0.5193 0.2 0.5 -0.7
H -1.6724 2.3780 1.3959 0.3 -0.3 -0.3
H -1.8277 1.5058 2.8849 -0.6 -0.1 0.1
H -3.1811 2.5547 2.1498 -0.1 0.0 0.8
C 4.4904 -2.9310 0.0662 0.9 -0.3 -0.4
O 3.4307 -2.9963 1.0373 2.2 0.2 0.5
C 3.9208 -2.9065 2.4019 0.1 -0.2 0.1
C 2.8723 -2.1980 3.2238 1.0 1.2 -0.5
O 1.5892 -2.7356 2.9670 -0.9 0.4 2.3
C 0.6767 -2.1285 3.9645 -0.6 0.4 0.2
H 5.2246 -3.7313 0.1583 -0.3 -0.7 0.5
H 5.1506 -2.0699 0.1699 -0.7 0.6 0.1
H 4.1249 -3.0120 -0.9575 -0.5 0.4 0.4
H 4.8829 -2.3984 2.4662 -0.2 0.6 -0.3
H 4.1854 -3.8672 2.8437 -0.5 -0.6 -0.4
H 2.8607 -1.1491 2.9275 0.0 0.2 -0.2
H 3.1544 -2.1680 4.2762 -0.2 -0.6 0.1
H 1.0989 -2.0854 4.9685 0.7 -0.5 -0.2
H -0.2855 -2.6203 4.1074 0.3 -0.6 -0.9
H 0.4235 -1.0883 3.7597 0.3 0.0 -0.8
C 1.0968 -2.5916 -2.1724 -0.5 0.4 -1.2
O 1.5839 -3.2396 -0.9756 -0.4 -1.7 -1.7
C 1.3910 -4.7015 -1.1375 0.5 0.4 -0.2
C 2.1450 -5.4862 -0.0643 -1.6 2.7 -1.0
O 1.6575 -4.9685 1.2315 1.1 -2.7 -2.0
C 2.0723 -5.8724 2.2340 0.0 0.7 2.0
H 1.2051 -1.5141 -2.2960 0.7 0.0 1.3
H 0.0256 -2.7079 -2.3372 -0.1 -0.6 0.5
H 1.6075 -2.9808 -3.0532 0.2 -0.5 0.2
H 1.8670 -4.9879 -2.0753 -0.1 0.1 -0.2
H 0.3468 -5.0128 -1.1639 -0.3 0.7 0.1
H 3.1743 -5.1860 -0.2602 0.4 -0.8 0.8
H 1.8350 -6.4953 -0.3358 0.5 -0.4 0.9
H 1.8402 -5.3329 3.1522 -0.5 -0.5 0.2
H 3.1445 -6.0245 2.3575 0.4 0.2 -0.9
H 1.6197 -6.8633 2.1968 -0.4 0.3 -0.3
```
Positions in Å, forces in eV/Å.

***

# 2
Computed, not measured: C7H18DyFN2O2P2 as an isolated structure in a non-equilibrium geometry, with the ωB97M-V functional and the def2-TZVPD basis.

Summary:
- strongest force on any atom (Eh/bohr) = 0.17010
- charge = +2
- multiplicity = 6
- E_tot (eV) = -59974.6436
- Kohn-Sham gap (spin up / spin down) (Ha) = 0.157 / 0.126
- HOMO energy (spin up / spin down) (eV) = -13.7207 / -13.8005
- ⟨S²⟩ = 9.775

Geometry as XYZ:
```
33
Properties=species:S:1:pos:R:3:forces:R:3
C 3.6566 -0.1540 1.4029 0.2 1.0 0.7
C 2.4112 0.7699 0.8647 0.4 -0.3 -0.3
C 1.7673 0.2265 -0.5727 2.0 0.8 -0.1
F 1.8450 -1.2258 -0.7580 -0.3 1.9 0.5
P 0.0275 1.0175 -0.8671 2.7 3.7 1.8
P -0.0710 0.3948 -2.9612 0.3 3.1 -0.9
N -0.4077 -1.1443 -3.2390 -0.5 -2.7 -0.4
N -0.8837 -0.3591 -0.2266 -4.7 -1.8 1.7
C -2.3413 -0.1301 -0.5456 -1.9 -2.2 -4.6
C -3.3546 0.7068 0.4897 0.3 0.8 0.2
O -2.9674 -0.5770 -1.6649 4.2 2.9 7.1
C -0.6046 -0.7523 1.1784 -0.5 0.0 5.7
C -0.1041 -2.3265 1.4626 0.2 0.5 -1.9
O -0.7829 -0.0153 2.2761 0.2 -3.2 -6.7
H 4.4538 0.5987 1.8758 -1.7 -1.8 -1.1
H 4.1881 -0.7742 0.5655 -1.2 1.1 1.7
H 3.2512 -0.8045 2.2987 1.0 1.0 -2.0
H 2.8129 1.8624 0.6317 -1.1 -2.3 0.5
H 1.6279 0.8230 1.7331 1.3 0.0 -1.9
H 2.4652 0.7160 -1.4047 -1.3 -1.3 1.6
H -1.2516 1.6767 -1.0765 -0.5 0.2 -0.4
H 0.7417 2.2070 -1.3390 -0.2 -0.3 -0.5
H 0.0626 1.6179 0.4425 -0.4 -0.2 0.0
H -1.1640 1.1576 -3.5855 1.0 -0.6 0.3
H 1.1359 0.8665 -3.6604 -1.0 -0.7 0.4
H -0.4582 -1.6319 -2.3229 0.1 0.0 -0.6
H -4.1444 1.3651 -0.0840 1.3 -1.4 0.5
H -2.7475 1.4471 1.1870 -0.9 -1.6 -0.9
H -3.9973 -0.0429 1.1599 3.5 -0.1 -3.1
H -0.8376 -2.9179 2.1564 1.5 1.6 -1.0
H 1.0058 -2.2811 1.8411 -2.3 -0.1 -0.5
H -0.0905 -2.8902 0.4227 0.0 1.2 2.2
Dy -5.2444 0.5738 2.3192 -1.8 1.1 1.9
```
Positions in Å, forces in eV/Å.

***

# 3
Computed, not measured: a 5-piece molecular cluster, C18H32BBrFN4O2 overall in a non-equilibrium geometry, with the ωB97M-V functional and the def2-TZVPD basis.

Summary:
- strongest force on any atom (Eh/bohr) = 0.04206
- charge = -1
- E_tot (eV) = -102680.6628
- Kohn-Sham gap (Ha) = 0.288
- HOMO energy (eV) = -5.4106

Geometry as XYZ:
```
59
Properties=species:S:1:pos:R:3:forces:R:3
F -0.6402 -1.5065 -1.1068 0.5 -0.1 0.4
B -0.5293 -2.5428 -0.0625 -1.1 0.3 -1.4
O -1.5404 -2.2018 0.9595 0.4 0.3 0.2
C -0.7439 -1.4918 1.9008 -0.5 -0.9 -0.3
C 0.4783 -2.4208 1.9642 0.0 1.8 -1.1
Br -0.1524 -4.1294 2.7582 0.4 -0.3 0.3
O 0.7835 -2.4792 0.6206 -0.3 -1.1 0.3
H -0.7847 -3.5820 -0.6518 0.1 -0.2 0.2
H -1.3194 -1.3124 2.8027 0.1 0.0 0.3
H -0.3980 -0.5843 1.4087 0.0 0.2 0.5
H 1.3582 -2.0495 2.4699 0.0 -0.3 0.7
C -5.3746 -2.1752 -2.4790 -0.1 0.1 0.0
C -5.2352 -1.8125 -1.0046 -0.1 0.0 -0.2
C -4.2957 -2.7530 -0.2439 -0.3 -0.1 -0.2
C -4.8066 -4.1291 -0.2910 0.5 0.9 0.2
N -5.2266 -5.1906 -0.3225 -0.4 -0.8 -0.1
H -5.8129 -3.1666 -2.6054 0.1 0.0 0.0
H -6.0243 -1.4621 -2.9905 0.0 0.0 0.0
H -4.4027 -2.1643 -2.9752 0.0 0.0 0.0
H -6.2243 -1.8218 -0.5382 0.0 0.0 0.1
H -4.8491 -0.7952 -0.9202 0.1 0.0 0.1
H -4.2092 -2.4477 0.7963 0.2 -0.1 0.0
H -3.2947 -2.7286 -0.6752 0.1 0.0 0.1
C 0.5276 -0.4078 -3.3979 0.1 0.1 -0.3
C 1.1921 -0.1913 -4.7537 -0.2 -0.1 0.2
C 1.8986 1.1660 -4.8649 -0.2 -0.1 -0.1
C 0.9542 2.2773 -4.6930 0.8 -0.7 -0.1
N 0.2200 3.1408 -4.5593 -0.6 0.7 0.1
H -0.2588 0.3256 -3.2176 0.0 0.0 0.0
H 0.0686 -1.3897 -3.3416 0.0 0.0 0.1
H 1.2515 -0.3363 -2.5862 -0.1 0.0 0.1
H 0.4422 -0.2781 -5.5439 0.1 0.1 -0.1
H 1.9288 -0.9795 -4.9237 0.1 0.1 -0.1
H 2.3740 1.2724 -5.8411 0.0 0.1 0.0
H 2.6728 1.2527 -4.1014 0.0 0.0 0.0
C 0.5754 3.9069 -0.9440 0.0 0.1 0.0
C -0.6344 3.5285 -0.0979 0.1 0.1 -0.2
C -0.2568 3.0649 1.3138 -0.1 -0.1 -0.3
C 0.6000 1.8781 1.2510 -0.6 0.8 0.2
N 1.2449 0.9385 1.2060 0.8 -0.5 -0.1
H 1.2350 3.0517 -1.0970 0.0 0.0 0.0
H 0.2586 4.2544 -1.9275 0.0 0.0 0.0
H 1.1523 4.7055 -0.4702 0.0 0.0 0.0
H -1.1904 2.7372 -0.6029 0.0 0.0 0.1
H -1.3020 4.3892 -0.0173 0.0 0.0 0.1
H -1.1524 2.8148 1.8833 0.0 0.0 0.1
H 0.2756 3.8522 1.8502 0.0 0.0 0.0
C 3.2699 1.7102 3.4881 0.1 0.0 0.1
C 4.3930 1.4919 4.4961 -0.2 0.2 -0.1
C 4.9284 0.0568 4.4844 -0.2 0.1 0.1
C 3.8668 -0.8969 4.8237 0.8 0.5 -0.3
N 3.0309 -1.6258 5.0905 -0.7 -0.5 0.3
H 2.4043 1.0869 3.7106 0.0 -0.1 -0.1
H 2.9380 2.7496 3.5074 0.0 0.0 0.0
H 3.5974 1.4801 2.4739 -0.1 0.0 0.0
H 4.0331 1.7383 5.4974 0.1 -0.1 0.0
H 5.2165 2.1748 4.2747 0.1 -0.1 0.0
H 5.7369 -0.0548 5.2071 0.0 -0.1 0.0
H 5.3198 -0.1968 3.4985 0.0 0.0 0.0
```
Positions in Å, forces in eV/Å.